[1]
DFT (the ωB97M-V functional and the def2-TZVPD basis) results for a structure of composition C5H9LiO3 in a non-equilibrium geometry.

XYZ file:
```
18
Properties=species:S:1:pos:R:3:forces:R:3:lowdin_spin:R:1
O -0.901977 1.727922 -0.305164 -1.68 0.63 0.28 0.090
C -0.556436 0.752940 -1.111202 3.69 -0.74 -0.50 0.395
O -0.740881 0.824925 -2.303350 -1.32 0.04 -0.19 0.116
Li -1.728095 2.463059 -1.912047 -0.01 0.08 -0.28 0.019
C -0.505188 1.728543 1.099359 0.19 -0.32 0.56 0.006
H -0.976636 2.614047 1.537304 0.05 -0.20 -0.31 0.001
H -0.934665 0.826953 1.550875 0.11 0.28 -0.06 0.000
C 0.997773 1.770776 1.201453 0.29 -0.08 0.15 0.011
H 1.443983 0.807021 0.922329 -0.12 0.31 0.07 0.006
H 1.413288 2.555653 0.555810 -0.10 -0.15 0.22 0.001
H 1.271241 1.991432 2.240756 0.00 -0.05 -0.25 0.000
O -0.366924 -0.829913 -0.293187 -1.39 -2.20 -0.34 0.119
C -0.230315 -1.961312 -0.895707 1.24 2.52 0.43 0.181
C 0.400966 -3.104070 -0.193755 0.06 -0.06 0.15 0.034
H -0.287960 -1.951681 -1.996608 -0.69 -0.21 0.36 0.004
H 1.402867 -3.298613 -0.615090 -0.33 0.06 0.01 0.013
H -0.200380 -4.006896 -0.363110 0.14 0.14 0.03 0.001
H 0.499338 -2.910787 0.881334 -0.12 -0.04 -0.33 0.001
```
Forces are in eV/Å.

Output
* max |F|: 3.79 eV/A
* ⟨S²⟩: 0.76
* relative energy (zero: lowest compared OMol25 entry of this formula, charge and spin): 0.482 eV
* total charge: +1
* highest occupied orbital energy (spin up / spin down): -10.58 / -15.06 eV
* 2S+1: 2
* LUMO energy (spin up / spin down): -3.88 / -4.07 eV
* HOMO-LUMO gap (spin up / spin down): 6.7 / 11.0 eV


[2]
DFT (the ωB97M-V functional and the def2-TZVPD basis) results for a cluster of 7 separate species, C27H64NO8S2 in total in a non-equilibrium geometry.

XYZ file:
```
102
Properties=species:S:1:pos:R:3:forces:R:3:lowdin_charge:R:1
C 4.557662 -0.722776 2.377987 0.37 -0.50 0.09 -0.112
C 5.151842 -1.325616 1.088635 -0.14 0.21 -0.34 -0.254
C 4.102594 -2.067207 0.227957 -0.22 0.19 0.51 -0.218
C 3.563474 -1.212276 -0.933040 0.34 -0.33 0.31 -0.205
C 2.159098 -1.647184 -1.322693 -0.25 -0.12 -0.36 -0.223
C 1.514512 -0.856036 -2.461188 0.09 0.31 0.18 -0.209
C 1.563956 0.651056 -2.208346 0.20 0.09 -0.16 -0.187
C 0.629705 1.465675 -3.112102 0.59 -0.07 0.35 -0.175
N -0.508885 2.069994 -2.356207 -0.33 0.40 -1.69 -0.153
C -1.667231 1.163912 -2.454241 -0.10 -0.69 0.56 -0.206
C -2.678591 1.227371 -1.299167 -0.11 0.13 -0.03 -0.186
C -2.122393 1.816664 0.001176 -0.55 -0.21 0.19 -0.225
C -2.994271 1.381044 1.202512 0.23 -0.51 -0.67 -0.179
C -2.654138 -0.081635 1.607534 -0.24 0.24 0.38 -0.197
C -3.723294 -1.132544 1.244175 0.16 -0.31 -0.34 -0.220
C -3.172951 -2.405410 0.556309 -0.22 -0.01 0.26 -0.263
C -1.963665 -3.049668 1.244084 -0.01 -0.25 -0.33 -0.111
C -0.754219 3.388297 -2.631799 0.10 0.02 0.54 -1.080
S -2.203547 4.009774 -3.096805 -0.19 -0.02 0.13 0.632
S 0.628257 4.541589 -2.511988 0.11 0.00 -0.11 0.840
C 1.048155 4.715971 -0.747834 0.43 -0.27 0.52 -0.465
C 1.761675 3.555824 -0.001112 -0.39 0.15 0.39 -0.216
C 0.881478 3.028827 1.167179 0.06 0.53 -0.26 -0.129
C 1.292980 1.633165 1.679594 0.08 0.56 -0.23 -0.747
O 2.349627 1.589185 2.318708 0.88 0.14 0.51 -0.047
O 0.552086 0.679991 1.385818 -0.72 -0.81 -0.48 -0.058
H 4.760041 -1.402806 3.218935 -0.15 0.11 -0.08 0.052
H 3.476770 -0.588124 2.296381 0.16 0.27 0.01 0.055
H 5.012306 0.243655 2.613933 -0.19 -0.09 0.01 0.068
H 5.990965 -1.996115 1.306062 -0.05 0.15 0.08 0.089
H 5.552911 -0.495677 0.490394 0.10 -0.22 -0.01 0.093
H 4.473445 -3.036453 -0.118181 -0.05 0.15 -0.12 0.090
H 3.242107 -2.277074 0.881223 0.18 -0.14 -0.08 0.108
H 4.243842 -1.331715 -1.790602 -0.12 0.23 0.03 0.119
H 3.601731 -0.165487 -0.607949 -0.20 -0.10 -0.14 0.110
H 1.485862 -1.577968 -0.456650 0.24 0.01 0.03 0.120
H 2.223108 -2.700226 -1.629822 -0.11 0.03 0.21 0.086
H 0.455369 -1.143579 -2.526770 0.23 -0.18 -0.22 0.090
H 2.022951 -1.070327 -3.414440 -0.25 -0.08 0.07 0.115
H 2.595087 1.005185 -2.351720 -0.21 -0.05 0.10 0.114
H 1.300964 0.857354 -1.170259 -0.03 -0.11 0.11 0.099
H 0.208069 0.811420 -3.889857 -0.09 0.21 0.13 0.121
H 1.188164 2.243437 -3.634949 -0.18 0.03 0.22 0.083
H -2.158676 1.272318 -3.431784 0.10 0.16 0.12 0.103
H -1.239160 0.154880 -2.428890 0.01 0.24 0.02 0.107
H -3.580122 1.780764 -1.593547 0.17 -0.05 -0.01 0.090
H -2.999875 0.191790 -1.116393 0.05 0.18 -0.01 0.099
H -2.128882 2.914312 -0.070679 0.21 -0.15 -0.08 0.090
H -1.104893 1.450949 0.178673 -0.13 0.22 -0.01 0.072
H -2.861357 2.067042 2.044101 -0.03 -0.10 -0.12 0.104
H -4.042936 1.410087 0.869912 0.04 0.25 0.34 0.097
H -1.680429 -0.345248 1.180064 -0.16 0.11 0.08 0.080
H -2.514330 -0.099466 2.695787 0.16 -0.09 -0.20 0.110
H -4.461482 -0.691986 0.560084 0.03 -0.04 0.15 0.093
H -4.282349 -1.455699 2.132205 0.08 0.18 -0.03 0.100
H -3.983440 -3.149703 0.562545 0.09 0.10 -0.19 0.096
H -2.955416 -2.203368 -0.501518 0.17 0.04 0.23 0.089
H -2.260982 -3.530241 2.183353 0.08 0.21 0.02 0.067
H -1.151008 -2.344941 1.433986 -0.12 0.00 0.08 0.069
H -1.554396 -3.835420 0.595403 -0.10 0.12 0.13 0.045
H 0.166914 5.019265 -0.175114 -0.07 -0.01 -0.27 0.073
H 1.708008 5.593474 -0.780268 -0.17 -0.11 -0.15 0.059
H 2.047993 2.768004 -0.695666 -0.12 -0.02 0.01 0.078
H 2.687779 3.931062 0.446552 -0.02 -0.06 -0.20 0.105
H 0.999996 3.738850 1.995908 -0.07 -0.08 -0.05 0.110
H -0.168254 3.057094 0.862016 0.23 -0.13 0.05 0.069
C 2.705487 -5.965140 -0.203693 -0.03 0.05 -0.19 -0.141
O 3.071943 -4.972223 -1.157320 -0.01 -0.07 -0.03 -0.137
H 2.728774 -5.505639 0.780827 0.00 0.03 -0.01 0.082
H 1.692673 -6.327626 -0.400940 0.01 -0.09 0.10 0.063
H 3.402673 -6.806986 -0.220031 -0.03 -0.03 0.07 0.078
H 3.046916 -5.370284 -2.031941 0.03 0.00 0.01 0.075
C -5.804415 5.272255 -1.215210 0.30 -0.19 0.09 -0.159
O -5.168776 4.698947 -0.076791 -0.06 0.07 -0.02 -0.132
H -6.769861 5.657276 -0.894214 0.00 0.00 0.03 0.077
H -5.211383 6.095242 -1.618529 -0.11 0.03 -0.11 0.057
H -5.959062 4.519629 -1.993357 -0.06 0.06 -0.06 0.076
H -4.314103 4.355522 -0.359078 0.00 -0.04 0.02 0.051
C -0.227216 -6.808134 2.155367 0.12 -0.07 0.27 -0.152
O 1.038273 -6.974676 2.791760 -0.08 -0.04 -0.16 -0.127
H -0.047348 -6.408428 1.161406 0.01 0.04 0.01 0.057
H -0.744786 -7.767654 2.066230 -0.07 0.04 -0.07 0.075
H -0.852488 -6.105750 2.711216 -0.06 0.02 -0.10 0.075
H 0.875090 -7.330447 3.668963 0.08 0.05 0.03 0.069
C -3.845494 8.998022 -2.357325 -0.04 -0.10 0.12 -0.158
O -4.961863 8.716157 -1.519638 0.09 0.10 -0.03 -0.137
H -4.236133 9.389545 -3.293724 -0.02 0.00 0.00 0.075
H -3.189646 9.748841 -1.908066 0.02 0.01 -0.05 0.073
H -3.265963 8.095333 -2.567583 0.03 0.02 -0.04 0.075
H -4.623124 8.363346 -0.691564 -0.07 -0.04 0.01 0.073
C -0.825336 -4.386397 -3.115980 0.10 0.10 0.11 -0.158
O -0.837664 -3.738153 -1.855884 0.11 -0.12 -0.08 -0.129
H -1.859607 -4.496612 -3.435805 -0.01 0.00 0.00 0.077
H -0.287689 -3.794953 -3.863617 -0.02 -0.03 -0.05 0.075
H -0.370491 -5.380842 -3.052941 -0.02 -0.01 -0.05 0.071
H 0.078464 -3.626276 -1.574137 -0.05 0.12 0.09 0.057
C 3.507570 -1.486088 6.181504 0.17 0.06 -0.08 -0.153
O 4.572560 -2.434873 6.203422 -0.02 -0.03 0.09 -0.139
H 2.584339 -2.024284 6.380895 0.02 -0.04 -0.01 0.076
H 3.649192 -0.726228 6.955307 -0.09 0.03 -0.01 0.073
H 3.431835 -1.000020 5.206995 -0.09 0.03 0.02 0.068
H 5.386349 -1.959704 6.015874 -0.01 -0.03 -0.07 0.065
```
Forces are in eV/Å.

Output
* max |F|: 1.77 eV/A
* total charge: -1
* highest occupied orbital energy: -4.92 eV
* 2S+1: 1
* LUMO energy: 2.14 eV
* HOMO-LUMO gap: 7.1 eV


[3]
DFT (the ωB97M-V functional and the def2-TZVPD basis) results for a structure of composition C2HN3 in a non-equilibrium geometry.

XYZ file:
```
6
Properties=species:S:1:pos:R:3:forces:R:3:lowdin_charge:R:1
C -1.717020 -0.681922 2.299567 -1.07 -0.40 -1.44 -0.104
C -0.197865 0.154516 2.085839 4.01 1.89 1.36 -0.244
N -0.855443 -0.149814 3.162586 -0.81 -0.27 0.74 0.124
N -1.663163 -0.722927 0.944322 -1.61 -1.29 0.08 0.021
N -0.462295 -0.121230 0.875486 1.71 0.81 -2.78 -0.095
H 0.736414 0.297972 -0.411601 -2.23 -0.74 2.04 0.297
```
Forces are in eV/Å.

Output
* max |F|: 4.64 eV/A
* relative energy (zero: lowest compared OMol25 entry of this formula, charge and spin): 8.597 eV
* highest occupied orbital energy (spin up / spin down): -9.51 / -9.75 eV
* 2S+1: 1
* LUMO energy (spin up / spin down): -2.80 / -1.97 eV
* HOMO-LUMO gap (spin up / spin down): 6.7 / 7.8 eV


[4]
DFT (the ωB97M-V functional and the def2-TZVPD basis) results for a cluster of 8 separate species, C27H50ClO27P2 in total in a non-equilibrium geometry.

XYZ file:
```
107
Properties=species:S:1:pos:R:3:forces:R:3:lowdin_charge:R:1
Cl 2.507390 -15.972730 -5.042890 -2.39 -2.10 -0.97 0.852
O 3.358750 -16.848320 -5.833300 -1.36 4.04 2.08 -0.434
O 3.153910 -14.895170 -4.333670 1.97 -1.83 -1.41 -0.308
O 1.477880 -15.397610 -5.868080 1.87 -2.59 -2.19 -0.376
O 1.724130 -16.781060 -4.123740 1.51 0.47 -0.40 -0.308
C 0.577290 -18.606030 -2.670080 1.61 3.24 -0.67 -0.104
C 2.044420 -18.811890 -2.287420 0.07 5.11 -1.33 -0.262
O 2.137920 -20.067070 -2.018100 -0.01 -5.24 1.63 0.131
C 1.089010 -20.709610 -2.571290 1.59 -3.55 -0.25 -0.519
O 1.154820 -21.911720 -2.677610 -1.85 1.41 0.65 0.117
O 0.186140 -19.878930 -3.064680 -0.97 -0.45 0.71 0.150
H 0.550860 -17.884860 -3.486980 -0.67 -1.13 -0.04 0.106
H 0.126100 -18.006950 -1.879120 -1.25 -1.22 0.64 0.141
H 2.387080 -18.120200 -1.517850 0.01 -2.19 0.50 0.104
H 2.767900 -18.543870 -3.057390 -1.77 -0.48 -0.39 0.074
C 1.625640 -14.817650 -2.124060 -1.65 -0.76 1.00 -0.095
C 2.463080 -16.063150 -1.758700 -0.42 3.28 -0.40 -0.113
O 3.282520 -15.561500 -0.702810 0.31 -0.81 1.25 0.102
C 3.045720 -14.269510 -0.473530 1.54 1.68 0.69 -0.594
O 3.581990 -13.531630 0.313900 0.03 -1.36 0.17 0.139
O 2.214450 -13.776610 -1.353220 -1.24 0.44 -1.53 0.106
H 0.578380 -14.855150 -1.824140 -0.12 -0.30 0.24 0.151
H 1.579180 -14.629410 -3.196680 0.66 0.06 2.03 0.041
H 3.114340 -16.101050 -2.631930 -1.37 -0.24 2.36 0.038
H 1.940310 -16.972540 -1.462380 -0.03 2.00 -0.04 0.091
C 0.783470 -13.635930 -4.653720 -1.37 -0.24 2.14 -0.203
C 1.911530 -12.720330 -4.329220 0.56 0.64 -1.82 -0.116
O 1.333520 -11.691450 -3.573250 0.52 0.79 0.62 0.114
C 0.150480 -12.067850 -3.115830 -2.02 -0.52 0.95 -0.524
O -0.515760 -11.499330 -2.279120 1.07 -0.87 -1.50 0.139
O -0.228700 -13.249500 -3.751420 -0.49 1.69 1.15 0.076
H 1.070170 -14.663710 -4.431100 -1.95 1.90 0.33 0.062
H 0.443490 -13.631250 -5.689340 -1.21 1.23 3.50 0.053
H 2.224610 -12.306180 -5.287640 0.51 0.38 0.14 0.131
H 2.742000 -13.264920 -3.879950 -0.44 1.41 0.57 0.113
C 3.919510 -13.944820 -6.903580 -2.30 0.85 -0.08 -0.112
C 4.792220 -15.164490 -7.063870 -1.12 0.92 0.36 -0.149
O 5.354030 -14.941740 -8.286990 3.35 0.32 -2.63 0.051
C 5.067970 -13.748210 -8.829960 0.44 1.12 -2.51 -0.531
O 5.579080 -13.220450 -9.827280 -1.34 -1.88 3.02 0.112
O 4.010720 -13.274570 -8.164790 0.35 1.12 0.24 0.084
H 3.978160 -13.225670 -6.086580 1.02 -0.11 -0.08 0.128
H 2.889450 -14.295610 -6.840180 0.26 0.54 -0.19 0.076
H 4.047500 -15.943330 -7.227920 1.77 -0.18 0.40 0.085
H 5.545680 -15.208830 -6.277460 -0.15 -0.74 -0.16 0.143
C 3.131870 -19.703140 -7.491340 0.52 0.91 1.37 -0.052
C 2.313560 -18.758820 -6.533550 -1.21 -2.40 -0.12 -0.102
O 1.061750 -19.488320 -6.538970 -0.08 -0.34 0.35 0.075
C 1.244560 -20.780570 -6.882090 -4.09 -1.14 -0.32 -0.551
O 0.311860 -21.612020 -6.794620 3.64 2.30 -0.31 0.088
O 2.454330 -20.955140 -7.418690 -0.68 -0.34 -0.16 0.058
H 4.135080 -19.958440 -7.150050 -0.24 0.73 -0.49 0.074
H 3.119630 -19.274140 -8.493290 -0.02 -0.38 -0.22 0.134
H 2.121230 -17.748940 -6.895860 -0.45 -1.91 0.79 0.061
H 2.614570 -18.642420 -5.492440 0.14 -1.03 -0.30 0.110
C 8.144750 -22.371720 -6.483250 -0.91 -0.03 0.31 -0.081
C 8.355170 -21.254380 -5.511070 3.49 -0.78 -1.27 -0.383
O 7.255930 -20.930150 -4.770320 -3.51 2.30 0.14 -0.165
P 6.062380 -19.912250 -5.414930 0.01 -2.01 0.97 0.614
O 6.084390 -19.823160 -6.899800 0.53 0.29 1.61 -0.239
O 6.311180 -18.596750 -4.515760 0.01 -1.25 -0.72 -0.137
C 5.264190 -17.635460 -4.625140 -0.11 1.71 0.67 -0.251
C 4.538590 -17.361580 -3.297860 0.27 -2.50 -0.97 -0.039
O 4.573880 -20.515170 -4.891800 1.93 0.70 -0.23 -0.205
C 4.385510 -21.962940 -4.877440 -0.11 -1.73 -0.10 -0.219
C 2.931720 -22.523050 -4.698250 1.40 0.63 0.58 -0.025
H 8.987810 -22.492550 -7.163500 -0.15 0.06 -0.02 0.084
H 8.098430 -23.210140 -5.788260 -0.58 -0.70 -0.84 0.080
H 7.209160 -22.120950 -6.983130 0.06 -0.75 -0.48 0.066
H 9.115150 -21.732370 -4.892950 -0.08 0.72 1.07 0.114
H 8.924500 -20.472880 -6.014270 -0.70 0.89 0.19 0.120
H 5.555690 -16.607010 -4.838260 1.56 -0.33 -0.59 0.105
H 4.623800 -17.827950 -5.485920 0.88 -1.11 1.07 0.076
H 3.754340 -16.607730 -3.366710 2.51 -1.27 -1.08 -0.003
H 3.972640 -18.276990 -3.125140 1.36 0.42 0.37 0.054
H 5.153900 -17.194080 -2.413870 0.35 0.26 -0.36 0.127
H 4.725300 -22.419800 -5.806920 0.34 0.50 -0.33 0.106
H 5.050130 -22.344980 -4.102550 -0.14 -0.04 0.14 0.108
H 2.620140 -22.503770 -3.653900 -0.16 1.07 -0.57 0.048
H 2.290880 -22.099230 -5.471420 -0.20 -0.22 0.86 0.051
H 2.881990 -23.608760 -4.781180 0.74 -0.18 -0.89 0.089
C 0.509860 -13.626030 -13.026670 0.00 -1.45 -0.11 -0.045
C 0.482640 -14.973700 -12.232240 -2.99 0.74 -4.07 -0.354
O 1.034290 -14.796830 -11.044450 1.86 -0.24 5.02 -0.157
P 0.260700 -15.088570 -9.663050 0.81 0.36 1.52 0.559
O -1.197390 -15.010060 -9.822180 0.61 -0.52 0.31 -0.219
O 0.930240 -13.963180 -8.679480 1.11 -2.43 -3.11 -0.182
C 0.401050 -13.632680 -7.439030 -1.60 1.79 -1.50 -0.298
C 0.333630 -12.112030 -7.582200 -0.56 0.73 1.13 -0.028
O 0.856140 -16.477240 -8.964160 -1.81 2.52 -1.71 -0.144
C 2.176290 -16.398580 -8.477540 1.95 -2.35 -1.18 -0.278
C 3.259200 -16.445980 -9.653190 -0.81 1.19 1.53 -0.002
H 1.484770 -13.666110 -13.512510 -0.11 0.97 -0.17 0.070
H -0.305570 -13.633700 -13.749940 0.24 -0.17 -0.37 0.066
H 0.309020 -12.739520 -12.425120 0.50 -0.23 0.30 0.077
H -0.561150 -15.285990 -12.199410 -0.21 0.00 0.55 0.105
H 0.934250 -15.771460 -12.821920 0.64 0.06 0.07 0.121
H -0.581570 -14.102460 -7.395810 -0.48 0.28 0.40 0.143
H 0.897260 -13.960030 -6.525400 1.34 -0.31 -4.08 0.018
H -0.188910 -11.622870 -6.760150 -0.20 -0.08 0.23 0.081
H 1.312440 -11.632530 -7.592590 0.28 -0.38 -0.17 0.083
H -0.181930 -11.798280 -8.489870 -0.02 -0.34 -0.02 0.086
H 2.280330 -15.800490 -7.572240 -0.15 0.62 -1.44 0.063
H 2.259010 -17.397810 -8.050000 0.24 0.81 -1.44 0.053
H 3.514740 -15.449290 -10.012910 -0.54 -0.05 -0.55 0.067
H 4.232270 -16.780360 -9.293440 -0.26 -0.63 0.09 0.078
H 2.819580 -17.097790 -10.408160 0.33 0.14 -0.11 0.089
```
Forces are in eV/Å.

Output
* max |F|: 5.49 eV/A
* relative energy (zero: lowest compared OMol25 entry of this formula, charge and spin): 15.862 eV
* total charge: -1
* highest occupied orbital energy: -8.02 eV
* 2S+1: 1
* LUMO energy: 2.17 eV
* HOMO-LUMO gap: 10.2 eV